Formula: C10H27NS5SbSi4TcTe
Source: the Open Molecules 2025 dataset
Level of theory: ωB97M-V/def2-TZVPD

Geometry (Å):
Tc (3.94, 0.37, 0.44)
C (0.79, 1.78, 3.65)
Si (-0.96, 1.47, -2.26)
H (-2.14, -2.67, 1.35)
S (5.24, 2.25, 0.28)
H (-0.79, -1.96, 3.53)
H (-2.31, 1.11, 2.24)
H (1.02, -3.27, -1.51)
H (-1.80, -0.23, 1.25)
H (-3.27, -3.24, -2.03)
C (-2.75, 1.52, -1.77)
S (8.07, 0.62, 2.81)
Si (-0.23, -0.24, -0.69)
C (-0.38, -1.08, 4.04)
H (-3.20, 0.55, -1.59)
C (-0.64, 0.47, -3.80)
H (-1.15, 1.46, 0.98)
H (-1.07, -0.54, -3.77)
Si (-0.02, 0.31, 2.89)
H (-0.27, -4.21, -2.26)
H (-3.65, -1.75, -1.20)
H (1.15, 2.51, 2.93)
C (-1.43, -3.20, 0.71)
C (-0.22, 3.16, -2.34)
H (0.04, 2.25, 4.29)
H (1.60, 1.47, 4.30)
H (-2.91, 2.15, -0.88)
Sb (6.12, 1.38, 2.29)
H (-1.83, -4.21, 0.56)
N (1.40, 2.79, 0.49)
H (0.42, 0.39, -4.02)
C (0.06, -3.19, -2.02)
H (-0.28, 3.71, -1.41)
H (-0.81, 3.71, -3.09)
S (2.75, 1.29, -1.51)
H (0.82, 3.17, -2.69)
H (-1.11, 0.99, -4.64)
H (-3.30, 1.99, -2.59)
C (-2.90, -2.24, -1.82)
Te (1.52, -0.87, 1.04)
H (0.21, -2.67, -2.97)
Si (-1.26, -2.39, -0.96)
H (-1.12, -0.74, 4.76)
S (4.99, -1.19, -0.21)
H (-0.48, -3.31, 1.24)
H (0.51, -1.38, 4.60)
C (1.96, 2.24, -0.35)
H (-2.84, -1.71, -2.77)
S (3.98, 0.46, 2.75)
C (-1.44, 0.70, 1.72)

## Properties
lowest unoccupied orbital energy: -7.988 eV
total charge: +2
gap between HOMO and LUMO: 6.667 eV
ΔE to the lowest compared entry with this formula, charge and spin: 0.0 kcal/mol
DFT total energy: -114002.3363 eV